{
  "formula": "C23H36O4S",
  "method": "ωB97M-V/def2-TZVPD",
  "species": ["O", "C", "C", "C", "C", "O", "C", "C", "C", "C", "S", "O", "O", "C", "C", "C", "H", "H", "H", "H", "H", "H", "H", "H", "C", "C", "C", "C", "C", "C", "H", "H", "H", "H", "H", "H", "H", "H", "H", "H", "H", "H", "H", "H", "C", "C", "C", "C", "C", "C", "H", "H", "H", "H", "H", "H", "H", "H", "H", "H", "H", "H", "H", "H"],
  "positions_angstrom": [[-3.5457, -1.7675, 2.8142], [-3.1715, -2.0251, 1.6368], [-3.9212, -3.1045, 0.6942], [-4.0675, -2.8914, -0.7161], [-3.4642, -1.5195, -1.3225], [-4.0285, -0.8647, -2.2384], [-2.0909, -1.0373, -0.6199], [-0.9234, -0.3728, -1.4134], [0.4026, 0.0326, -0.6662], [1.5607, 0.6738, -1.5918], [1.9597, -0.6582, -2.8709], [1.8697, -1.9706, -2.1059], [3.3387, -0.4405, -3.4839], [0.5791, -0.1926, 0.8798], [-0.6268, -0.8782, 1.6865], [-1.9197, -1.2885, 0.9296], [-4.3064, -4.0811, 1.1573], [-4.5713, -3.6794, -1.3779], [-0.9993, -0.2044, -2.5479], [2.4997, 0.9523, -1.0114], [1.0920, 1.5293, -2.1878], [0.9872, -0.6531, -3.8947], [1.5608, 0.0899, 1.4139], [-0.5828, -1.0865, 2.8179], [2.7673, -3.7270, 1.0595], [1.9520, -3.6267, 2.3413], [2.4535, -2.5450, 3.2982], [3.8751, -2.7467, 3.8310], [4.1181, -4.0656, 4.5667], [3.2722, -4.2186, 5.8244], [3.8029, -4.0118, 1.2613], [2.3389, -4.4856, 0.3997], [2.7688, -2.7744, 0.5220], [1.9312, -4.5999, 2.8414], [0.9147, -3.3965, 2.0729], [1.7587, -2.4718, 4.1428], [2.4077, -1.5739, 2.7913], [4.1122, -1.9149, 4.5053], [4.5879, -2.6718, 3.0026], [5.1740, -4.1127, 4.8516], [3.9413, -4.9149, 3.8999], [3.4604, -3.3983, 6.5230], [3.5175, -5.1559, 6.3309], [2.2044, -4.2372, 5.5934], [-3.5674, 2.9888, -2.5015], [-2.0760, 3.2639, -2.3698], [-1.7615, 4.5717, -1.6418], [-2.2723, 5.8422, -2.3276], [-1.7765, 6.0592, -3.7584], [-0.2647, 6.2207, -3.8542], [-4.0672, 3.7535, -3.1013], [-3.7306, 2.0256, -2.9920], [-4.0455, 2.9525, -1.5189], [-1.6110, 3.2562, -3.3612], [-1.6193, 2.4395, -1.8098], [-0.6767, 4.6446, -1.5030], [-2.1893, 4.5286, -0.6335], [-1.9815, 6.7049, -1.7162], [-3.3676, 5.8365, -2.3340], [-2.2473, 6.9652, -4.1534], [-2.0997, 5.2378, -4.4051], [0.0771, 7.0610, -3.2434], [0.0279, 6.4153, -4.8896], [0.2594, 5.3197, -3.5263]],
  "lowdin_charge": [0.041, -0.270, 0.016, 0.019, -0.269, 0.039, -0.018, 0.027, -0.195, -0.201, 0.761, -0.412, -0.415, 0.023, 0.027, -0.040, 0.122, 0.123, 0.109, 0.122, 0.102, 0.090, 0.100, 0.113, -0.101, -0.267, -0.234, -0.227, -0.271, -0.115, 0.068, 0.076, 0.062, 0.100, 0.089, 0.100, 0.083, 0.109, 0.102, 0.104, 0.099, 0.075, 0.070, 0.065, -0.103, -0.276, -0.227, -0.229, -0.272, -0.115, 0.068, 0.063, 0.080, 0.099, 0.081, 0.098, 0.111, 0.110, 0.102, 0.105, 0.098, 0.076, 0.070, 0.061],
  "homo_ev": -9.5786,
  "orbital_gap_ev": 8.05
}


{
  "formula": "C23H36P2Re",
  "method": "ωB97M-V/def2-TZVPD",
  "species": ["P", "P", "C", "C", "H", "H", "H", "H", "C", "H", "H", "H", "C", "H", "H", "H", "C", "H", "H", "H", "C", "H", "H", "H", "Re", "C", "C", "C", "C", "C", "C", "C", "C", "C", "H", "H", "H", "H", "H", "H", "H", "H", "H", "H", "H", "H", "H", "H", "H", "C", "C", "C", "C", "C", "C", "C", "C", "H", "H", "H", "H", "H"],
  "positions_angstrom": [[-0.6996, 2.3255, -0.6757], [-2.2835, -0.1059, -1.2369], [-0.5986, 1.7741, -2.3999], [-1.5672, 0.6088, -2.7289], [0.4390, 1.4465, -2.5702], [-0.7839, 2.6492, -3.0383], [-2.4004, 0.9334, -3.3742], [-1.0474, -0.2049, -3.2571], [-1.9863, -1.8230, -0.9210], [-2.9310, -2.2702, -0.5858], [-1.2261, -1.9165, -0.1312], [-1.6477, -2.3449, -1.8263], [-4.0232, 0.3223, -1.1013], [-4.5872, -0.6190, -1.1796], [-4.3054, 1.0159, -1.9070], [-4.2057, 0.7863, -0.1202], [0.9252, 2.4059, 0.0495], [0.8818, 3.0528, 0.9332], [1.6101, 2.8569, -0.6753], [1.3170, 1.3932, 0.3432], [-1.7348, 3.7326, -0.4164], [-2.7952, 3.4597, -0.4856], [-1.4782, 4.4772, -1.1805], [-1.5542, 4.1435, 0.5801], [2.4453, -0.7144, 0.2787], [1.9510, -1.9880, -1.1422], [2.5592, -2.6650, 0.0352], [3.9905, -3.1662, -0.0604], [5.0162, -2.0154, -0.2153], [4.4006, -0.6356, 0.0165], [3.6995, 0.0864, -1.0715], [3.6024, -0.5434, -2.4485], [2.7383, -1.8277, -2.4355], [1.6093, -0.4059, 2.1640], [0.8793, -2.1638, -1.2803], [1.8803, -3.3046, 0.6089], [4.1027, -3.8945, -0.8734], [4.2132, -3.7022, 0.8725], [5.7774, -2.1289, 0.5735], [5.5396, -2.0692, -1.1796], [4.9976, 0.0241, 0.6561], [3.8723, 1.1648, -1.0893], [4.6046, -0.7478, -2.8515], [3.1365, 0.1829, -3.1368], [2.0079, -1.7576, -3.2496], [3.3477, -2.7167, -2.6495], [2.0941, 0.4751, 2.6190], [1.8681, -1.3010, 2.7545], [0.5106, -0.2522, 2.1647], [-1.4587, 0.8541, 0.0550], [-1.5921, 0.5685, 1.3262], [-2.4596, 0.6080, 2.4097], [-2.6667, -0.5003, 3.2716], [-3.8355, -0.5498, 4.0199], [-4.7540, 0.5113, 3.9817], [-4.4434, 1.6918, 3.2938], [-3.2691, 1.7749, 2.5679], [-1.9103, -1.2868, 3.3029], [-4.0318, -1.4118, 4.6603], [-5.6990, 0.4423, 4.5162], [-5.1034, 2.5609, 3.3434], [-2.9378, 2.7044, 2.0967]],
  "mulliken_spin": [0.013, 0.062, 0.039, 0.001, 0.007, 0.001, 0.002, 0.002, 0.011, 0.001, -0.006, 0.000, 0.000, 0.000, -0.001, -0.001, 0.058, 0.004, 0.000, 0.013, 0.000, 0.000, 0.001, 0.000, 1.690, 0.134, -0.043, 0.012, 0.026, -0.041, 0.017, 0.040, 0.030, 0.164, -0.030, 0.026, -0.007, -0.004, -0.005, -0.003, 0.012, -0.016, 0.007, -0.008, -0.010, -0.006, -0.014, 0.027, -0.056, 0.159, 0.325, -0.018, 0.164, -0.068, 0.167, -0.051, 0.154, 0.003, -0.001, 0.006, -0.001, 0.012],
  "total_charge": 2,
  "homo_ev": [-11.5033, -13.2223],
  "s2": 3.81,
  "orbital_gap_ev": [4.23, 5.80],
  "relative_energy_kj_mol": 0.0,
  "spin_multiplicity": 4
}


{
  "formula": "C23H37AsBiN5O7S2",
  "method": "ωB97M-V/def2-TZVPD",
  "species": ["Bi", "C", "N", "C", "C", "O", "C", "O", "C", "C", "O", "N", "C", "C", "H", "H", "H", "H", "H", "H", "H", "H", "H", "H", "H", "H", "H", "H", "H", "H", "N", "C", "C", "C", "C", "C", "C", "S", "O", "O", "O", "H", "H", "H", "H", "H", "H", "N", "C", "O", "C", "C", "C", "N", "C", "C", "H", "H", "H", "H", "H", "H", "C", "As", "C", "C", "S", "H", "H", "H", "H", "H", "H", "H", "H", "H"],
  "positions_angstrom": [[0.3659, -0.3562, -0.0032], [1.3272, 4.1891, -2.9802], [0.6327, 4.1536, -1.6975], [0.3960, 5.4333, -1.0348], [0.2011, 2.9932, -1.2024], [0.3712, 1.8981, -1.7439], [-0.5398, 3.0232, 0.1450], [-1.2739, 1.8180, 0.3014], [-2.4546, 1.7781, -0.4718], [-2.6594, 0.3761, -1.0203], [-1.7690, -0.5022, -0.8772], [-3.7888, 0.1210, -1.6440], [-4.8394, 1.1273, -1.8032], [-4.0724, -1.2069, -2.1841], [2.2850, 4.6959, -2.8635], [0.7288, 4.7312, -3.7126], [1.4865, 3.1741, -3.3280], [1.0479, 6.1748, -1.4898], [0.6408, 5.3871, 0.0253], [-0.6346, 5.7699, -1.1590], [-1.1942, 3.8903, 0.2545], [0.1897, 3.0540, 0.9581], [-2.3979, 2.4622, -1.3248], [-3.3093, 2.0726, 0.1453], [-5.3863, 1.2760, -0.8722], [-5.5343, 0.7700, -2.5573], [-4.4332, 2.0757, -2.1483], [-3.2668, -1.8850, -1.9247], [-4.1689, -1.1455, -3.2677], [-5.0078, -1.5717, -1.7617], [3.6456, 2.2046, 0.3177], [3.5467, 0.8783, -0.0892], [3.1577, 0.5649, -1.3970], [3.0020, -0.7579, -1.7824], [3.2239, -1.7828, -0.8659], [3.6180, -1.4880, 0.4282], [3.7695, -0.1627, 0.8183], [2.8781, -3.4569, -1.3200], [1.4627, -3.2782, -1.9506], [3.7863, -3.8473, -2.3436], [2.7519, -4.2347, -0.1226], [3.7864, 2.8687, -0.4294], [4.2840, 2.3700, 1.0832], [3.0035, 1.3582, -2.1154], [2.7215, -0.9952, -2.8001], [3.7764, -2.2921, 1.1334], [4.0882, 0.0678, 1.8281], [0.5579, 1.1135, 7.2547], [-0.4481, 1.2136, 6.3655], [-1.5542, 1.6403, 6.6018], [-0.1480, 0.7640, 4.9532], [0.8708, 1.3263, 4.1920], [0.9832, 0.9660, 2.8634], [0.1571, 0.0776, 2.3029], [-0.8129, -0.4861, 3.0353], [-1.0030, -0.1570, 4.3588], [0.3813, 1.3852, 8.2090], [1.4407, 0.6914, 7.0284], [1.5515, 2.0535, 4.6125], [1.7555, 1.3876, 2.2250], [-1.4369, -1.2145, 2.5325], [-1.8160, -0.5935, 4.9214], [-1.8096, -4.6226, -0.3317], [-0.1797, -4.1348, -1.3178], [-0.9465, -3.5148, -2.9678], [0.5181, -5.9123, -1.5402], [0.1716, -2.6703, 0.5912], [-2.3835, -5.2877, -0.9794], [-2.3802, -3.7322, -0.0800], [-1.5287, -5.1528, 0.5766], [-1.8477, -4.0967, -3.1594], [-0.2144, -3.6590, -3.7580], [-1.1923, -2.4562, -2.8973], [1.4518, -5.9027, -2.0946], [-0.2580, -6.4549, -2.0853], [0.6753, -6.3653, -0.5628]],
  "lowdin_charge": [1.714, -0.006, -0.125, -0.017, -0.448, -0.063, -0.096, -0.235, -0.092, -0.369, -0.196, -0.103, 0.003, 0.015, 0.100, 0.107, 0.084, 0.101, 0.097, 0.105, 0.136, 0.135, 0.150, 0.155, 0.112, 0.106, 0.100, 0.064, 0.113, 0.113, 0.115, -0.364, -0.080, -0.097, -0.343, -0.068, -0.043, 0.497, -0.570, -0.230, -0.320, 0.099, 0.105, 0.112, 0.134, 0.129, 0.123, 0.203, -0.511, 0.110, -0.093, 0.031, -0.122, -0.143, -0.115, 0.047, 0.132, 0.116, 0.133, 0.096, 0.097, 0.141, -0.298, 0.938, -0.185, -0.173, 0.241, 0.044, 0.009, 0.039, 0.054, 0.054, 0.026, 0.049, 0.062, 0.062],
  "total_charge": 2,
  "homo_ev": -13.6149,
  "orbital_gap_ev": 7.94,
  "relative_energy_kj_mol": 0.0
}


Number 1: calculated total energy -1596.84300 Eh. Number 2: calculated total energy -1658.15355 Eh. Number 3: calculated total energy -4945.37306 Eh.